The following is a DFT calculation (ωB97M-V/def2-TZVPD) of a cluster of 11 separate species, C51H84INO32S2 in total.

The geometry in XYZ format:
```
171
Properties=species:S:1:pos:R:3:forces:R:3:lowdin_charge:R:1
C 0.83006 1.98717 -0.03407 -0.12 -0.21 0.21 -0.1928
C 1.59004 3.26800 -0.28855 0.35 0.14 0.06 -0.7473
I 2.78248 3.64297 1.48013 -0.07 0.22 -0.12 0.8295
C 2.53547 3.18929 -1.49966 -0.45 -1.37 0.42 -0.1599
C 1.73277 2.56553 -2.64198 0.30 1.19 0.80 -0.5197
O 0.87094 3.21120 -3.18030 -0.24 -0.16 -0.68 0.1002
O 2.03436 1.29606 -2.90493 0.29 0.25 -0.58 0.0207
C 1.57170 0.80642 -4.18805 -0.21 -0.79 -0.27 -0.1390
C 0.31377 -0.03299 -4.02960 0.61 -0.78 0.58 -0.1516
C 0.63601 -1.38845 -3.33854 -0.34 0.52 0.40 -0.2215
C 0.32861 -1.36186 -1.83287 0.07 0.22 -0.60 -0.4510
S -1.37194 -1.80014 -1.35490 -0.10 -0.30 0.00 0.8924
C -2.26749 -0.24074 -1.31681 0.59 0.34 -0.05 -1.0571
S -2.56663 0.46952 0.11139 0.03 -0.07 0.21 0.7718
N -2.63587 0.30287 -2.55007 -1.18 -0.21 0.66 -0.0754
C -3.14933 1.65882 -2.46569 0.24 0.60 -0.08 -0.2921
C -2.22203 2.69543 -2.40340 0.28 -0.26 0.09 -0.0634
C -2.59887 4.01970 -2.25316 -0.38 -0.53 0.13 -0.0733
C -3.95746 4.32149 -2.16865 0.54 -0.22 -0.05 -0.0726
C -4.88473 3.28972 -2.26324 -0.20 0.36 0.13 -0.0606
C -4.50143 1.96045 -2.40210 0.25 -0.05 -0.08 -0.0153
C -3.44142 -0.57922 -3.36382 0.12 -0.58 -0.45 -0.2503
C -4.22020 -1.59194 -2.80566 0.02 0.26 -0.14 -0.0492
C -4.94978 -2.43256 -3.63279 -0.07 -0.28 -0.21 -0.0681
C -4.91563 -2.30172 -5.01409 0.24 0.49 -0.23 -0.0781
C -4.15362 -1.28054 -5.57945 0.05 -0.09 0.59 -0.0617
C -3.42506 -0.44417 -4.74710 0.24 0.31 -0.06 -0.0162
H 0.29656 2.01962 0.91202 -0.06 0.07 0.05 0.0499
H 1.50940 1.13711 0.02482 0.10 -0.02 -0.04 0.0868
H 0.08933 1.78250 -0.80776 0.00 0.10 -0.13 0.0464
H 0.93462 4.12740 -0.38900 -0.11 0.02 0.10 0.0767
H 3.33802 2.50777 -1.22405 0.25 0.14 -0.16 0.1000
H 2.91609 4.16716 -1.76936 0.04 0.04 -0.16 0.1139
H 1.47818 1.59948 -4.92372 -0.18 0.35 0.29 0.1246
H 2.36815 0.14994 -4.53364 0.18 0.06 0.04 0.1252
H -0.39264 0.47350 -3.38059 -0.29 0.30 -0.39 0.0823
H -0.13091 -0.27123 -4.99235 -0.08 0.44 -0.17 0.1171
H 0.05539 -2.17651 -3.81127 0.14 -0.21 -0.01 0.1007
H 1.70177 -1.60363 -3.42399 0.03 -0.16 -0.26 0.1070
H 0.59332 -0.38090 -1.44868 -0.08 0.01 0.29 0.0494
H 0.94994 -2.09076 -1.31774 -0.12 -0.12 0.17 0.0742
H -1.17092 2.45478 -2.46250 0.06 -0.01 -0.10 0.0814
H -1.82660 4.77153 -2.19193 -0.04 0.18 -0.02 0.1131
H -4.25114 5.35168 -2.03229 -0.26 0.01 -0.02 0.1070
H -5.93192 3.55027 -2.19618 -0.10 -0.14 -0.03 0.1075
H -5.22952 1.16304 -2.44489 -0.13 0.03 -0.02 0.1213
H -4.25791 -1.72880 -1.73472 -0.03 0.02 0.09 0.1039
H -5.54288 -3.23050 -3.20892 -0.02 0.01 0.16 0.1067
H -5.46621 -2.96278 -5.66697 -0.11 -0.13 0.12 0.1022
H -4.08313 -1.13279 -6.64627 -0.11 -0.09 -0.10 0.1058
H -2.81380 0.33231 -5.18169 0.08 0.03 -0.05 0.0958
C -1.80536 7.88490 2.99711 0.01 0.21 0.04 -0.0240
O -1.51697 6.49968 3.21159 0.00 0.01 0.03 0.0185
C -2.02170 5.68003 2.29554 0.11 -0.10 -0.03 -0.5936
O -2.67531 5.99886 1.33420 0.42 -0.01 0.11 0.0975
O -1.68109 4.43249 2.61997 -0.17 0.33 -0.40 -0.0414
C -2.17853 3.43395 1.72144 -0.02 -0.27 -0.10 -0.0565
H -1.33440 8.42683 3.81140 0.04 -0.12 0.05 0.0958
H -1.38702 8.22129 2.05025 -0.08 -0.05 -0.05 0.1006
H -2.87879 8.06301 3.02220 -0.01 -0.03 -0.08 0.0926
H -1.79077 3.58990 0.71588 -0.11 0.07 -0.03 0.0813
H -3.26706 3.43489 1.71082 0.00 0.07 -0.10 0.1042
H -1.82755 2.47397 2.09296 0.07 0.09 0.15 0.0581
C -2.79880 5.22824 -9.65352 0.02 0.10 -0.19 -0.0425
O -2.36053 4.21942 -8.74215 0.02 -0.02 -0.01 0.0017
C -2.99609 4.23036 -7.56865 0.04 -0.03 -0.01 -0.6239
O -3.86762 4.99482 -7.24812 -0.01 0.01 0.00 0.1275
O -2.49809 3.25088 -6.81820 0.02 -0.10 0.00 0.0138
C -3.09198 3.14331 -5.51823 -0.14 0.08 -0.07 -0.0307
H -2.20677 5.10735 -10.55618 0.06 -0.10 0.06 0.0922
H -3.85249 5.09850 -9.89345 -0.03 0.05 0.09 0.0970
H -2.62739 6.22050 -9.24044 -0.09 -0.01 0.05 0.0971
H -4.15664 2.92828 -5.59943 -0.02 0.11 -0.02 0.1105
H -2.93093 4.05339 -4.94870 -0.08 0.06 -0.04 0.0946
H -2.60368 2.32271 -5.01544 0.22 -0.01 -0.10 0.0590
C -1.14812 2.74673 4.97618 0.06 0.21 -0.16 -0.0267
O -0.60563 1.45395 4.67302 0.00 0.03 -0.04 -0.0002
C -0.76768 0.54814 5.63571 0.03 -0.01 -0.04 -0.6253
O -1.31470 0.72866 6.69162 -0.01 0.01 0.02 0.1264
O -0.21752 -0.59589 5.22657 0.03 -0.05 -0.06 0.0014
C -0.32347 -1.66503 6.16885 -0.03 -0.29 0.15 -0.0380
H -0.96291 3.37997 4.10851 0.15 -0.39 0.45 0.0678
H -2.22342 2.67666 5.14015 0.02 -0.03 0.11 0.1058
H -0.66401 3.17076 5.85455 -0.06 -0.09 0.06 0.1035
H -1.36664 -1.90874 6.36483 -0.01 0.09 0.08 0.0910
H 0.18798 -1.41215 7.09583 -0.10 0.07 0.04 0.0971
H 0.15964 -2.53293 5.72827 0.05 0.13 -0.18 0.0922
C -5.36201 6.39983 1.35153 -0.30 -0.09 -0.02 -0.0381
O -6.53377 6.86513 0.66186 -0.03 -0.07 0.02 0.0119
C -7.24512 7.76144 1.33640 0.01 -0.02 -0.05 -0.6263
O -6.98881 8.19187 2.43156 -0.01 0.01 0.01 0.1201
O -8.29687 8.10870 0.59128 -0.01 -0.01 -0.02 0.0019
C -9.15270 9.07559 1.20108 -0.17 0.12 -0.01 -0.0439
H -4.87938 5.68499 0.70039 -0.08 0.02 -0.18 0.0717
H -4.68718 7.22291 1.54440 -0.02 0.08 0.04 0.0798
H -5.64549 5.90885 2.28313 0.02 0.11 0.04 0.1071
H -8.61369 10.00223 1.38968 0.03 -0.04 0.09 0.0966
H -9.57068 8.68904 2.12875 0.09 0.03 0.05 0.0967
H -9.95688 9.26483 0.49578 0.06 -0.09 -0.08 0.0920
C -3.55586 -3.31574 3.64259 0.15 0.21 -0.18 -0.0279
O -4.46368 -4.31068 4.12319 -0.02 -0.01 -0.04 -0.0098
C -4.43975 -4.48036 5.44579 -0.02 -0.06 -0.01 -0.6213
O -3.74083 -3.88783 6.22377 0.04 0.05 -0.01 0.1268
O -5.32649 -5.42584 5.75614 -0.05 0.01 -0.03 -0.0068
C -5.40571 -5.71901 7.15293 -0.08 -0.14 0.18 -0.0325
H -3.66866 -3.27099 2.56320 -0.13 -0.15 0.01 0.0930
H -3.79992 -2.34132 4.06187 0.07 -0.03 0.10 0.0990
H -2.52862 -3.58467 3.88149 -0.02 0.04 0.10 0.0973
H -5.71479 -4.83874 7.71322 0.10 0.04 0.00 0.0979
H -4.45037 -6.08682 7.52187 0.04 0.10 0.00 0.0995
H -6.15635 -6.49650 7.26241 -0.02 0.00 -0.13 0.0929
C 3.39912 5.27144 -4.93354 -0.21 0.01 0.00 -0.0328
O 4.74099 5.28570 -4.43895 -0.05 0.00 0.16 0.0007
C 5.67080 5.02101 -5.35616 -0.01 -0.02 0.06 -0.6240
O 5.47215 4.78187 -6.51715 0.00 0.01 -0.02 0.1310
O 6.86023 5.06118 -4.75539 0.05 0.00 0.04 -0.0122
C 7.96747 4.78788 -5.61814 0.23 -0.02 -0.02 -0.0352
H 2.74270 5.49240 -4.09654 0.15 0.03 0.11 0.0868
H 3.27369 6.03422 -5.69912 -0.01 -0.11 -0.10 0.1007
H 3.14522 4.28657 -5.32175 0.04 0.05 -0.15 0.0953
H 8.02562 5.52715 -6.41444 -0.08 -0.06 -0.06 0.0983
H 7.89018 3.78633 -6.03712 -0.07 0.04 -0.08 0.0995
H 8.86051 4.85205 -5.00252 -0.08 0.03 0.11 0.0931
C 11.49144 0.84535 -1.33070 0.17 -0.21 0.03 -0.0318
O 10.93184 2.16046 -1.27332 0.04 0.01 -0.01 0.0088
C 9.62134 2.20767 -1.49688 0.03 0.08 0.03 -0.6223
O 8.90922 1.26510 -1.73349 -0.02 -0.06 0.00 0.1149
O 9.23000 3.47750 -1.41529 0.00 0.04 0.00 0.0088
C 7.83091 3.67690 -1.63609 -0.24 0.13 -0.01 -0.0330
H 12.55445 0.94621 -1.13264 -0.03 0.18 0.02 0.0943
H 11.04751 0.20225 -0.57330 -0.08 -0.03 -0.08 0.0909
H 11.35360 0.41140 -2.31935 -0.11 -0.03 0.03 0.0996
H 7.24396 3.14812 -0.88693 0.02 -0.10 -0.05 0.0976
H 7.55001 3.35328 -2.63604 -0.02 -0.09 0.03 0.0870
H 7.64375 4.74261 -1.54481 0.17 0.03 0.01 0.0978
C -1.40595 -10.39095 3.20067 0.26 -0.14 0.07 -0.0371
O -2.57968 -9.88790 2.56094 0.03 -0.03 -0.03 0.0065
C -3.26377 -9.00688 3.28978 -0.06 0.02 -0.07 -0.6243
O -2.97372 -8.62679 4.39547 0.03 -0.03 0.04 0.1169
O -4.32295 -8.61863 2.58499 -0.03 -0.03 -0.03 0.0098
C -5.15274 -7.66333 3.25490 -0.19 0.16 0.01 -0.0291
H -0.93880 -11.08913 2.51221 -0.16 0.03 -0.13 0.0933
H -0.70626 -9.58365 3.40967 -0.07 0.03 0.11 0.0979
H -1.66092 -10.91675 4.11916 0.01 0.10 0.06 0.0932
H -4.59967 -6.75305 3.46730 0.03 -0.04 0.09 0.0762
H -5.55645 -8.08258 4.17439 0.11 0.02 0.06 0.0978
H -5.97219 -7.43086 2.58078 0.07 -0.11 -0.12 0.0979
C 2.34412 -13.33717 7.91748 0.18 -0.13 0.00 -0.0415
O 1.16929 -12.83511 7.27790 0.00 -0.01 -0.04 0.0021
C 0.48499 -11.95322 8.00779 -0.02 -0.01 -0.05 -0.6261
O 0.77747 -11.57355 9.11065 0.01 0.00 0.02 0.1256
O -0.57685 -11.56741 7.30246 -0.06 0.00 -0.07 0.0004
C -1.40883 -10.61331 7.96699 -0.24 0.22 0.03 -0.0353
H 2.79942 -14.03625 7.22199 -0.10 0.03 -0.09 0.0922
H 3.04309 -12.52952 8.12635 -0.05 0.02 0.09 0.0974
H 2.08767 -13.85928 8.83732 0.00 0.09 0.05 0.0974
H -0.85522 -9.69976 8.17464 0.06 -0.06 0.10 0.0993
H -1.81252 -11.02882 8.88846 0.12 0.01 0.06 0.0972
H -2.22873 -10.37814 7.29399 0.09 -0.12 -0.15 0.0894
C 12.25272 -5.13710 -0.48449 0.17 -0.13 0.02 -0.0419
O 11.69378 -3.82346 -0.42804 0.03 0.02 0.00 0.0010
C 10.37986 -3.77858 -0.65671 0.02 0.06 0.01 -0.6254
O 9.67430 -4.72274 -0.89509 0.00 -0.02 0.00 0.1256
O 9.98955 -2.50855 -0.57518 0.02 0.08 0.01 -0.0041
C 8.59131 -2.30329 -0.80160 -0.27 0.20 0.00 -0.0303
H 13.31458 -5.02987 -0.28261 -0.02 0.13 0.01 0.0922
H 11.80492 -5.77823 0.27239 -0.08 -0.02 -0.07 0.0974
H 12.11575 -5.57103 -1.47317 -0.10 -0.03 0.03 0.0972
H 8.00118 -2.83407 -0.05666 0.03 -0.12 -0.06 0.0980
H 8.31433 -2.62474 -1.80364 0.01 -0.12 0.04 0.1002
H 8.40809 -1.23613 -0.71145 0.21 0.03 0.00 0.0800
```
Positions in Å, forces in eV/Å.

As for the structure (SMILES): C[C@@H](I)CC(=O)OCCCCSC(=S)N(c1ccccc1)c1ccccc1.COC(=O)OC.COC(=O)OC.COC(=O)OC.COC(=O)OC.COC(=O)OC.COC(=O)OC.COC(=O)OC.COC(=O)OC.COC(=O)OC.COC(=O)OC. As for the frontier orbital gap: 7.848 eV. The total energy comes out at -5550.293147 a.u. The value obtained for the largest force on an atom is 1.50 eV/Å.